{
  "formula": "C8H12N2O",
  "method": "ωB97M-V/def2-TZVPD",
  "species": ["H", "H", "H", "C", "H", "O", "H", "H", "H", "C", "H", "C", "N", "H", "C", "H", "C", "H", "C", "N", "C", "C", "H"],
  "xyz": [[-0.641, 0.266, -2.282], [1.438, -0.152, -1.395], [0.933, 1.777, 1.260], [-2.063, 0.944, 0.020], [2.491, -0.515, 0.039], [-3.259, 1.052, -0.086], [1.354, -1.806, -0.536], [-1.537, 2.734, 0.876], [0.078, -1.875, 1.524], [0.179, -0.073, 0.343], [0.986, -0.659, 2.296], [0.229, 1.458, 0.415], [-2.944, -1.987, 0.708], [-0.883, -0.600, 2.150], [-1.213, -0.591, -1.863], [0.566, 1.863, -0.518], [0.051, -0.828, 1.667], [-2.251, -0.706, -2.120], [1.391, -0.590, -0.384], [-1.212, 1.856, 0.568], [-2.039, -1.341, 0.394], [-1.140, -0.358, -0.301], [-0.613, -1.598, -2.064]],
  "forces_ev_per_a": [[-0.79, -0.65, -0.34], [0.13, -0.28, 0.28], [-1.28, -0.15, -1.07], [0.79, 0.15, 0.62], [-2.49, 0.52, -0.15], [0.51, -0.15, -0.41], [-0.27, 2.96, 0.27], [-0.25, 0.95, 0.24], [-0.17, -1.16, -0.59], [0.66, -0.79, 1.01], [-1.37, 0.23, -0.33], [-0.64, 0.40, 1.93], [0.86, 0.23, 0.08], [0.01, 0.35, 0.75], [2.59, -1.62, 1.60], [0.59, 0.23, -0.51], [2.56, 1.63, 1.42], [-0.17, 0.26, -0.50], [2.38, -3.30, -1.36], [1.65, -1.65, -0.41], [-0.34, -0.62, -1.23], [-3.63, 0.31, -1.40], [-1.36, 2.16, 0.10]],
  "orbital_gap_ha": 0.3852,
  "mol_weight_g_mol": 152.20,
  "multiplicity": 1,
  "lumo_ev": 0.49,
  "smiles": "CC1(C)CNC(=O)[C@]1(C)C#N",
  "relative_energy_kcal_mol": 28.1
}